(1)
A molecular structure, C47H66N5O6Ta. Source: OMol25; level of theory: the ωB97M-V functional and the def2-TZVPD basis.

For the energy above the lowest of the compared OMol25 structures with the same formula, charge and spin, the calculation gives 63.2 kcal/mol. For the HOMO-LUMO gap, the calculation gives 7.09 eV. Its net charge is +2. The HOMO energy is -13.2 eV.

Each line ends with the Mulliken charge.
Cartesian coordinates (Å):
Ta: -0.371 -0.275 -0.348  1.562
C: -1.762 2.892 -0.304  -0.948
O: -1.326 1.549 -0.720  0.138
C: -1.377 1.236 -2.142  -1.389
C: -2.506 0.523 -2.596  0.712
C: -3.703 0.283 -1.581  -1.235
C: -3.369 -0.098 -0.143  0.406
C: -4.029 0.252 1.012  -0.324
C: -3.777 -0.221 2.312  -0.350
C: -2.820 -1.230 2.363  -0.466
C: -2.156 -1.673 1.282  0.652
C: -0.954 -2.699 1.360  -1.985
C: 0.388 -2.064 1.547  0.610
C: 0.769 -1.609 2.749  -0.018
C: 1.963 -0.948 2.947  -0.419
C: 2.915 -0.986 1.928  -0.459
C: 2.644 -1.486 0.645  -0.466
C: 3.636 -1.391 -0.447  -1.571
C: 3.265 -0.479 -1.626  0.738
C: 4.289 -0.349 -2.597  -1.170
C: 4.118 0.619 -3.623  -0.374
C: 3.092 1.587 -3.541  -0.370
C: 2.155 1.539 -2.542  -0.384
C: 0.874 2.317 -2.545  -0.585
C: -0.225 1.381 -2.995  1.252
C: -0.281 1.023 -4.342  -1.419
C: -1.425 0.384 -4.751  0.688
C: -2.476 0.122 -3.900  -0.490
C: -1.537 0.021 -6.274  1.539
C: -0.274 -0.636 -6.795  -1.372
C: -1.594 1.380 -6.981  -1.601
C: -2.734 -0.864 -6.726  -1.994
C: 2.291 0.516 -1.628  0.340
O: 1.234 0.531 -0.748  -0.669
C: 5.036 0.529 -4.818  1.962
C: 6.290 1.322 -4.429  -1.541
C: 5.256 -0.973 -5.290  -1.561
C: 4.482 1.271 -6.043  -1.756
C: 1.270 -1.876 0.478  0.310
O: 0.693 -2.075 -0.747  -0.025
C: 1.071 -3.139 -1.678  -0.872
C: 2.148 -0.125 4.214  2.003
C: 2.022 -1.022 5.514  -1.529
C: 3.647 0.426 4.450  -1.968
C: 1.265 1.127 4.076  -1.667
C: -2.433 -1.177 -0.039  -0.181
O: -1.689 -1.625 -1.048  -0.859
C: -4.544 0.248 3.587  2.079
C: -3.525 0.003 4.762  -1.829
C: -5.871 -0.488 3.860  -1.684
C: -4.876 1.759 3.468  -1.645
H: -2.522 2.832 0.390  0.427
H: -2.040 3.474 -1.248  0.275
H: -0.929 3.545 0.001  0.239
H: -4.403 -0.475 -1.913  0.610
H: -4.351 1.191 -1.680  0.524
H: -4.861 1.001 0.916  0.260
H: -2.644 -1.627 3.383  0.608
H: -1.032 -3.210 0.442  0.280
H: -1.055 -3.312 2.221  0.983
H: 0.053 -1.694 3.566  0.482
H: 3.879 -0.577 2.151  0.884
H: 3.895 -2.405 -0.834  0.450
H: 4.555 -0.925 -0.152  0.688
H: 5.181 -0.946 -2.446  0.698
H: 2.955 2.178 -4.452  0.742
H: 0.989 3.106 -3.306  0.657
H: 0.532 2.775 -1.606  -0.185
H: 0.560 1.118 -4.958  0.958
H: -3.387 -0.389 -4.225  0.458
H: 0.630 -0.075 -6.496  0.115
H: -0.380 -0.678 -7.867  0.500
H: -0.199 -1.671 -6.487  0.373
H: -0.661 1.888 -6.983  0.425
H: -2.400 2.043 -6.632  0.324
H: -1.911 1.223 -8.049  0.435
H: -2.625 -1.870 -6.289  0.418
H: -2.589 -1.080 -7.807  0.460
H: -3.697 -0.466 -6.485  0.419
H: 6.864 1.098 -3.571  0.345
H: 6.059 2.403 -4.363  0.384
H: 6.974 1.122 -5.298  0.369
H: 5.921 -1.581 -4.635  0.323
H: 5.738 -0.861 -6.243  0.510
H: 4.337 -1.545 -5.412  0.347
H: 4.635 2.333 -5.959  0.384
H: 3.402 1.143 -6.205  0.277
H: 5.024 0.928 -6.907  0.473
H: 2.058 -3.519 -1.376  0.409
H: 1.052 -2.886 -2.732  0.229
H: 0.342 -3.975 -1.530  0.286
H: 2.317 -2.037 5.338  0.331
H: 0.959 -1.004 5.817  0.378
H: 2.573 -0.656 6.381  0.406
H: 4.447 -0.314 4.436  0.503
H: 3.670 0.742 5.544  0.473
H: 3.982 1.282 3.870  0.311
H: 0.201 1.029 3.872  0.053
H: 1.723 1.744 3.370  0.416
H: 1.468 1.686 4.950  0.613
H: -3.656 0.825 5.529  0.340
H: -2.492 0.229 4.458  0.202
H: -3.685 -0.894 5.310  0.382
H: -5.728 -1.490 4.276  0.421
H: -6.298 -0.768 2.913  0.427
H: -6.491 0.083 4.551  0.397
H: -3.964 2.325 3.678  0.408
H: -5.586 1.939 4.213  0.484
H: -5.421 2.038 2.541  0.371
O: 6.446 -1.865 2.776  -0.597
H: 5.732 -2.397 3.076  0.298
H: 7.110 -2.000 3.467  0.309
O: -7.393 -4.572 2.064  -0.668
H: -7.340 -4.963 1.078  0.330
H: -8.382 -4.686 2.461  0.344
N: 0.319 2.365 8.259  -0.728
N: -1.013 1.941 8.429  1.024
N: -2.022 2.658 8.224  -0.693
C: -3.067 1.858 8.370  -0.029
N: -2.635 0.615 8.657  -0.234
N: -1.339 0.683 8.804  -0.374
H: 0.460 3.229 8.829  0.313
H: 0.448 2.708 7.308  0.242
H: -4.118 2.067 8.434  0.492
H: -0.351 0.631 1.228  -0.606

***

(2)
9 unconnected molecules or ions with the total composition C47H68F3N2O40PS10. Source: OMol25; level of theory: the ωB97M-V functional and the def2-TZVPD basis.

For the HOMO-LUMO gap, the calculation gives 7.08 eV. Its net charge is 0. The HOMO energy is -8.2 eV.

Each line ends with the Mulliken charge.
Cartesian coordinates (Å):
C: -1.779 -4.780 4.203  -0.599
C: -3.343 -5.138 4.067  0.042
S: -3.704 -6.912 3.649  -0.178
C: -2.716 -7.482 2.180  -0.904
C: -2.164 -6.309 1.245  0.028
C: -0.633 -5.929 1.122  0.439
C: 0.352 -6.848 2.031  -0.659
C: 0.443 -8.271 1.225  -0.439
C: 1.944 -8.841 1.097  -0.625
O: 2.812 -8.494 2.200  -0.568
C: -0.111 -4.782 0.180  0.077
C: 1.470 -4.478 0.150  0.024
C: 2.288 -5.566 -0.719  0.556
N: 3.225 -4.880 -1.684  -0.620
C: -1.097 -3.970 -0.702  0.581
C: -2.619 -4.351 -0.596  0.630
C: -3.136 -5.487 0.354  -0.091
N: -4.582 -5.867 0.431  -0.598
C: -5.269 -4.908 0.968  0.397
S: -5.811 -3.456 1.599  -0.229
C: -3.632 -3.537 -1.553  -0.146
O: -4.626 -4.190 -1.977  -0.497
C: -3.283 -2.034 -1.916  0.142
C: -4.392 -0.987 -2.185  0.149
C: -5.962 -1.261 -2.126  -0.675
C: -6.804 -0.651 -3.348  -0.601
C: -6.469 -1.284 -4.788  -0.627
C: -5.831 -2.750 -4.751  -0.090
O: -6.778 -3.814 -4.437  -0.330
C: -6.106 -5.081 -4.609  0.298
O: -5.681 -5.489 -5.722  -0.507
C: -3.952 0.469 -2.587  -0.989
C: -2.444 0.894 -2.723  0.084
C: -2.180 2.397 -3.189  -1.136
C: -1.927 3.446 -2.000  -0.038
C: -3.237 3.620 -1.081  0.806
F: -4.436 3.616 -1.851  -0.242
F: -3.259 2.570 -0.101  -0.262
F: -3.113 4.886 -0.400  -0.230
C: -1.315 -0.163 -2.430  0.676
P: 0.516 0.292 -2.600  1.120
O: 0.965 -0.300 -3.959  -0.763
O: 1.489 -0.325 -1.309  -0.183
O: 0.804 1.965 -2.626  -0.413
C: -1.761 -1.624 -2.025  -0.097
C: -0.701 -2.814 -1.734  0.278
O: 0.411 -2.910 -2.307  -0.518
H: -1.136 -5.731 4.343  0.117
H: -1.480 -4.183 3.267  0.078
H: -1.531 -4.110 5.106  0.403
H: -3.830 -4.946 5.095  0.347
H: -3.882 -4.470 3.312  -0.194
H: -3.431 -8.129 1.537  0.420
H: -1.901 -8.207 2.542  0.137
H: 1.383 -6.367 2.104  -0.089
H: -0.103 -7.085 3.054  0.412
H: 0.055 -8.140 0.140  0.243
H: -0.199 -9.091 1.693  0.462
H: 1.852 -9.997 1.102  0.318
H: 2.355 -8.567 0.060  0.252
H: 3.485 -7.871 1.823  0.154
H: 1.651 -3.388 -0.188  -0.509
H: 1.881 -4.522 1.233  0.482
H: 1.539 -6.238 -1.291  0.379
H: 2.922 -6.181 0.017  -0.622
H: 3.270 -3.868 -1.510  0.264
H: 2.897 -5.086 -2.642  0.300
H: -6.347 -0.731 -1.168  0.399
H: -6.260 -2.356 -2.016  0.222
H: -7.913 -0.851 -3.125  0.461
H: -6.703 0.494 -3.448  0.281
H: -5.785 -0.619 -5.439  0.262
H: -7.480 -1.374 -5.348  0.331
H: -4.928 -2.871 -4.062  -0.003
H: -5.442 -2.963 -5.823  0.389
H: -5.875 -5.774 -3.709  0.309
H: -4.763 1.261 -2.797  0.033
H: -3.083 2.785 -3.799  0.456
H: -1.291 2.405 -3.914  0.427
H: -1.707 4.463 -2.507  -0.137
H: -1.044 3.132 -1.347  0.305
H: 1.227 0.193 -0.508  0.241
H: 1.464 2.219 -3.309  0.294
C: 5.261 -0.139 2.215  -0.475
C: 5.724 -1.392 1.489  -0.307
O: 4.541 -2.171 1.300  -0.108
S: 3.275 -1.169 1.109  1.049
O: 3.026 -1.018 -0.295  -0.571
O: 2.257 -1.542 2.042  -0.571
O: 3.995 0.184 1.641  -0.348
H: 5.112 -0.333 3.282  0.331
H: 5.958 0.691 2.092  0.325
H: 6.467 -1.952 2.057  0.288
H: 6.129 -1.150 0.502  0.252
C: -0.053 8.703 -1.095  -0.262
C: -0.725 7.352 -1.286  -0.225
O: 0.051 6.685 -2.270  -0.147
S: 1.607 7.147 -2.126  1.162
O: 2.301 6.157 -1.354  -0.579
O: 2.077 7.599 -3.398  -0.539
O: 1.351 8.439 -1.178  -0.361
H: -0.319 9.395 -1.899  0.183
H: -0.299 9.154 -0.135  0.362
H: -1.762 7.445 -1.614  0.374
H: -0.687 6.759 -0.368  0.215
C: 1.208 9.033 4.285  -0.076
C: 1.652 7.770 3.565  -0.286
O: 0.452 7.026 3.350  -0.312
S: -0.780 8.058 3.137  1.011
O: -0.995 8.215 1.728  -0.460
O: -1.826 7.709 4.047  -0.572
O: -0.038 9.392 3.685  -0.327
H: 1.032 8.840 5.347  0.060
H: 1.930 9.843 4.178  0.334
H: 2.368 7.189 4.147  0.322
H: 2.085 8.004 2.587  0.248
C: -2.754 9.194 -5.652  -0.368
C: -2.459 7.891 -6.380  -0.118
O: -1.038 7.758 -6.344  -0.385
S: -0.478 8.423 -4.970  0.984
O: -0.288 7.372 -3.998  -0.267
O: 0.545 9.365 -5.307  -0.648
O: -1.823 9.241 -4.568  -0.354
H: -2.568 10.057 -6.298  0.295
H: -3.777 9.235 -5.278  0.325
H: -2.819 7.899 -7.409  0.294
H: -2.892 7.038 -5.851  0.123
C: 6.193 -4.647 3.016  0.076
C: 7.225 -4.871 1.920  -0.555
O: 7.329 -6.288 1.794  -0.337
S: 5.887 -6.957 2.124  1.180
O: 5.216 -7.206 0.879  -0.563
O: 6.061 -7.968 3.129  -0.492
O: 5.205 -5.654 2.814  -0.263
H: 6.630 -4.792 4.008  0.193
H: 5.742 -3.656 2.961  0.053
H: 8.194 -4.435 2.166  0.412
H: 6.878 -4.470 0.963  0.400
C: -4.786 4.282 -8.945  -0.326
C: -5.672 5.405 -9.462  -0.358
O: -6.574 5.687 -8.391  -0.314
S: -5.821 5.418 -6.980  1.085
O: -5.333 6.671 -6.484  -0.483
O: -6.629 4.537 -6.196  -0.550
O: -4.560 4.583 -7.567  -0.261
H: -5.297 3.317 -9.004  0.289
H: -3.839 4.223 -9.483  0.320
H: -6.219 5.123 -10.362  0.318
H: -5.089 6.309 -9.659  0.278
C: 0.666 8.557 9.488  -0.314
C: -0.007 7.206 9.297  -0.332
O: 0.778 6.539 8.308  -0.297
S: 2.325 7.006 8.455  1.089
O: 3.021 6.018 9.222  -0.546
O: 2.782 7.461 7.178  -0.477
O: 2.068 8.296 9.404  -0.310
H: 0.399 9.248 8.684  0.270
H: 0.419 9.008 10.450  0.309
H: -1.042 7.299 8.970  0.319
H: 0.032 6.612 10.215  0.297
C: 10.600 -7.143 5.140  -0.395
C: 9.605 -6.217 5.824  -0.376
O: 8.361 -6.453 5.164  -0.286
S: 8.299 -8.007 4.690  1.137
O: 7.563 -8.745 5.671  -0.592
O: 7.983 -8.041 3.297  -0.454
O: 9.879 -8.347 4.881  -0.329
H: 10.929 -6.731 4.182  0.281
H: 11.470 -7.348 5.764  0.321
H: 9.891 -5.167 5.743  0.343
H: 9.483 -6.479 6.879  0.272

***

(3)
A molecular structure, C47H73AsMnN3O8PSSe. Source: OMol25; level of theory: the ωB97M-V functional and the def2-TZVPD basis.

Its expectation value of S² is 0.93. For the HOMO-LUMO gap (alpha / beta), the calculation gives 6.05 / 6.05 eV. Its net charge is -2. The HOMO energy (alpha / beta) is -2.2 / -2.2 eV. Its spin multiplicity is 2.

Each line ends with the Mulliken charge.
Cartesian coordinates (Å):
Mn: -0.789 1.357 -1.315  3.131
C: 0.423 -5.778 1.604  -1.739
C: 1.576 -5.416 0.653  2.329
C: 2.858 -5.188 1.468  -1.780
C: 1.811 -6.604 -0.284  -2.266
C: 1.209 -4.137 -0.097  -0.278
C: 0.967 -2.962 0.612  -0.658
C: 0.570 -1.813 -0.033  0.880
Se: 0.129 -0.232 1.010  -0.246
C: 1.918 0.495 0.979  -0.295
C: 2.794 0.099 1.971  -0.089
C: 4.103 0.555 1.975  -0.425
C: 4.473 1.389 0.919  -0.713
C: 3.629 1.810 -0.097  0.865
C: 2.258 1.389 -0.072  -0.607
O: 1.380 1.799 -0.920  0.606
C: 4.257 2.703 -1.187  2.475
C: 5.417 1.928 -1.840  -1.831
C: 3.311 3.126 -2.320  -1.994
C: 4.794 3.990 -0.537  -1.713
C: 5.121 0.207 3.057  2.184
C: 4.515 -0.665 4.159  -1.973
C: 5.635 1.502 3.710  -1.707
C: 6.308 -0.552 2.446  -1.689
C: 0.358 -1.743 -1.440  -0.912
O: -0.135 -0.675 -1.973  -1.646
C: 0.615 -2.944 -2.170  1.179
C: 1.030 -4.078 -1.473  -0.898
C: 0.409 -3.113 -3.689  2.555
C: -0.100 -1.862 -4.416  -1.972
C: -0.624 -4.226 -3.944  -1.667
C: 1.753 -3.501 -4.329  -1.875
H: 0.647 -6.695 2.158  0.454
H: -0.497 -5.929 1.034  0.285
H: 0.247 -4.974 2.318  0.338
H: 3.128 -6.086 2.033  0.465
H: 2.729 -4.364 2.170  0.303
H: 3.683 -4.934 0.801  0.372
H: 2.075 -7.488 0.301  0.469
H: 2.629 -6.398 -0.977  0.388
H: 0.913 -6.835 -0.859  0.390
H: 1.065 -2.920 1.692  0.220
H: 2.417 -0.574 2.731  0.340
H: 5.501 1.734 0.892  0.142
H: 5.035 1.017 -2.304  0.365
H: 6.179 1.644 -1.112  0.308
H: 5.896 2.538 -2.613  0.468
H: 2.765 2.282 -2.729  0.225
H: 3.900 3.590 -3.120  0.490
H: 2.582 3.856 -1.973  0.292
H: 5.573 3.780 0.200  0.272
H: 3.978 4.511 -0.034  0.219
H: 5.215 4.652 -1.300  0.493
H: 3.653 -0.174 4.612  0.395
H: 5.259 -0.842 4.941  0.453
H: 4.199 -1.632 3.764  0.235
H: 4.798 2.070 4.118  0.346
H: 6.145 2.134 2.983  0.297
H: 6.338 1.275 4.518  0.464
H: 5.961 -1.465 1.958  0.314
H: 7.032 -0.824 3.222  0.469
H: 6.822 0.055 1.699  0.304
H: 1.206 -4.979 -2.049  0.257
H: -1.095 -1.587 -4.075  0.204
H: -0.140 -2.068 -5.492  0.573
H: 0.551 -1.010 -4.243  0.249
H: -1.584 -3.941 -3.507  0.182
H: -0.319 -5.182 -3.513  0.246
H: -0.764 -4.369 -5.020  0.539
H: 2.476 -2.699 -4.174  0.390
H: 1.635 -3.659 -5.405  0.494
H: 2.161 -4.415 -3.893  0.252
O: 1.122 4.376 0.197  -0.732
As: -0.650 4.270 0.374  0.543
O: -1.098 5.133 1.692  -0.934
O: -0.937 2.642 0.476  0.480
C: -1.001 5.462 -1.167  0.063
C: -0.785 6.800 -0.852  -0.838
C: -0.782 7.767 -1.845  -0.574
C: -0.971 7.400 -3.174  -0.537
C: -1.185 6.072 -3.495  -0.661
C: -1.202 5.112 -2.493  0.067
S: -1.639 3.434 -2.902  1.273
O: -2.439 3.525 -4.109  -0.813
O: -0.401 2.663 -3.078  -0.730
O: -2.391 2.977 -1.732  -0.667
H: 1.343 3.517 -0.234  -0.063
H: -0.624 7.050 0.190  0.464
H: -0.622 8.807 -1.586  0.368
H: -0.952 8.152 -3.954  0.355
H: -1.358 5.748 -4.513  0.448
C: -1.581 2.544 4.981  -1.191
C: -2.501 1.402 4.540  -0.894
P: -2.350 1.248 2.680  0.739
C: -3.591 2.518 2.152  0.241
C: -5.054 2.402 2.575  -1.344
C: -3.273 -0.352 2.355  1.122
C: -4.307 -0.865 3.354  -1.600
H: -1.637 2.720 6.059  0.378
H: -1.831 3.470 4.459  0.282
H: -0.551 2.307 4.713  0.256
H: -3.527 1.574 4.880  0.401
H: -2.151 0.460 4.974  0.402
H: -3.517 2.529 1.062  -0.718
H: -3.165 3.470 2.482  0.648
H: -5.555 1.583 2.053  0.132
H: -5.581 3.326 2.321  0.431
H: -5.161 2.245 3.650  0.281
H: -2.482 -1.104 2.243  -0.006
H: -3.712 -0.229 1.358  -0.829
H: -3.844 -1.057 4.323  0.336
H: -4.746 -1.806 3.006  0.413
H: -5.119 -0.153 3.505  0.228
C: -3.895 -3.929 -0.715  -0.817
C: -2.546 -3.250 -0.544  0.255
N: -2.555 -2.072 -1.383  1.045
C: -3.568 -1.155 -1.297  -0.164
N: -3.307 0.073 -1.562  0.123
C: -4.401 1.024 -1.703  -0.436
C: -5.769 0.372 -1.884  -0.927
C: -5.912 -0.741 -0.863  -0.481
N: -4.840 -1.690 -1.067  0.172
C: -4.970 -2.928 -0.321  -0.299
H: -3.975 -4.828 -0.101  0.441
H: -4.022 -4.201 -1.766  0.319
H: -1.724 -3.893 -0.861  -0.145
H: -2.378 -3.005 0.516  -0.111
H: -1.671 -1.593 -1.547  -1.241
H: -4.174 1.668 -2.550  0.388
H: -4.418 1.670 -0.819  -0.090
H: -5.847 -0.055 -2.887  0.299
H: -6.558 1.115 -1.753  0.479
H: -6.862 -1.271 -0.987  0.407
H: -5.892 -0.321 0.156  0.082
H: -5.966 -3.335 -0.526  0.448
H: -4.907 -2.743 0.764  -0.161

***

no.,M (g/mol)
1,978.0
2,1709.7
3,1080.0